The following is a quantum chemistry calculation of a structure of composition C4H5O6Tm in a non-equilibrium geometry, from the OMol25 dataset.

Values from the calculation:
energy above the lowest of the compared OMol25 structures with the same formula, charge and spin = 0.0 kcal/mol
HOMO-LUMO gap (spin up / spin down) = 8.4 / 4.7 eV
LUMO level (spin up / spin down) = -9.0 / -12.3 eV

The geometry in ORCA input format:
```
! wB97M-V def2-TZVPD RIJCOSX def2/J DEFGRID3
* xyz 2 3
C -0.90148 0.91918 0.03021
C 0.60927 0.95610 -0.05887
O 1.06846 -0.39209 0.21792
O -1.35242 -0.42239 0.07839
H -1.30680 1.38644 -0.87668
H -1.23395 1.46546 0.92657
H 1.03368 1.63131 0.69248
H 0.93780 1.22528 -1.07048
H -0.41284 -0.98462 0.17988
C 2.36650 -0.69093 0.01510
O 2.84029 -1.68440 0.60501
O 3.11773 0.20335 -0.47116
Tm 5.30077 -0.74336 0.13825
O -4.38451 0.11291 0.01645
O -3.87214 -2.07240 -0.30710
C -3.81035 -0.90984 -0.11594
*
```

---

The following is a quantum chemistry calculation of an isolated molecule of C4H5PS in a non-equilibrium geometry, from the OMol25 dataset.

Values from the calculation:
energy above the lowest of the compared OMol25 structures with the same formula, charge and spin = 31.9 kcal/mol
HOMO-LUMO gap (spin up / spin down) = 8.1 / 8.1 eV
SMILES = C1=C2SP2CC1
LUMO level (spin up / spin down) = 0.1 / 0.1 eV

The geometry in ORCA input format:
```
! wB97M-V def2-TZVPD RIJCOSX def2/J DEFGRID3
* xyz 0 1
C 0.80169 -1.25651 -0.40102
C 2.11154 -0.67647 -0.63255
S 3.52893 -0.52188 0.30720
P 2.24285 1.05065 -0.40246
C 0.51760 0.98446 0.41600
C -0.21909 -0.15225 -0.37962
H 0.40370 -2.16428 -0.24983
H 0.18881 1.93874 0.16097
H 0.72836 0.76930 1.48514
H -0.54134 0.12849 -1.42637
H -1.15932 -0.46453 0.07919
*
```

---

The following is a quantum chemistry calculation of a cluster of 2 separate species, C4H6 in total in a non-equilibrium geometry, from the OMol25 dataset.

Values from the calculation:
energy above the lowest of the compared OMol25 structures with the same formula, charge and spin = 63.3 kcal/mol
HOMO-LUMO gap = 11.5 eV
SMILES = C#C.C=C
LUMO level = 1.1 eV

The geometry in ORCA input format:
```
! wB97M-V def2-TZVPD RIJCOSX def2/J DEFGRID3
* xyz 0 1
C -2.17131 -0.14836 -3.27321
C -1.81312 0.69724 -2.51395
H -2.50270 -1.09374 -3.73102
H -1.37177 1.42885 -1.81582
C 1.88830 -0.18354 1.79302
C 0.61179 -0.10787 1.84606
H 2.60628 0.29330 1.06986
H 2.47106 -0.78139 2.47351
H -0.13040 0.64084 1.48335
H 0.41187 -0.74534 2.66819
*
```

---

The following is a quantum chemistry calculation of an isolated molecule of C4H6 in a non-equilibrium geometry, from the OMol25 dataset.

Values from the calculation:
energy above the lowest of the compared OMol25 structures with the same formula, charge and spin = 37.9 kcal/mol
HOMO-LUMO gap = 10.9 eV
SMILES = C#CCC
LUMO level = 1.1 eV

The geometry in ORCA input format:
```
! wB97M-V def2-TZVPD RIJCOSX def2/J DEFGRID3
* xyz 0 1
C 2.20928 -0.17691 0.01265
C 1.04388 0.06482 -0.13921
C -0.25761 0.80727 -0.05080
C -1.21169 -0.47579 -0.00241
H 3.19682 -0.46828 0.07339
H -0.49568 1.48654 -0.85317
H -0.33230 1.23103 0.99844
H -1.52159 -0.55408 1.03059
H -2.06145 -0.51149 -0.65292
H -0.56968 -1.40312 -0.41655
*
```